No. 1
# C59H86FN3O23PS2

A 8-piece molecular cluster, C59H86FN3O23PS2 overall (wB97M-V/def2-TZVPD, the Open Molecules 2025 dataset).

```
175
Properties=species:S:1:pos:R:3:forces:R:3
C -1.195866 -0.756784 -0.007851 2.27 -6.27 1.93
C -0.791293 -1.974234 0.329730 -0.94 6.34 -0.65
C -0.078895 -3.208070 1.127064 -2.96 0.84 0.86
N -0.955303 -4.415251 1.067859 0.24 1.94 -1.49
C -2.026758 -4.367844 0.040448 -1.46 -2.54 -0.83
C -2.677015 -5.884162 -0.002617 -0.34 -0.09 0.03
C -2.783448 -6.493280 -1.499571 -0.57 -1.21 0.85
N 1.298297 -3.487936 0.505918 -0.17 -1.35 0.60
C 1.221441 -4.182699 -0.836358 0.45 -2.57 -1.78
C 2.713194 -4.476326 -1.472082 -1.32 0.97 -0.89
C 2.258663 -2.344863 0.597991 2.66 -0.81 0.94
P 2.384910 -1.107572 -0.802847 -0.87 5.76 0.27
O 1.230008 -1.228145 -2.046610 1.14 -1.23 0.00
O 4.004828 -0.942546 -1.366832 -1.47 -1.54 -0.93
C 2.084819 -1.450510 1.972135 -0.08 -0.43 -0.29
C 1.539994 -2.382141 3.169142 -0.50 1.33 -1.22
F 2.505512 -3.446509 3.383807 -1.50 1.18 -0.56
C 0.050685 -2.884976 2.743918 0.28 0.70 1.50
C -0.293968 -4.161546 3.674258 0.58 -1.07 -0.22
C 0.072030 -4.001899 5.240847 0.07 -1.13 0.45
C -1.121882 -4.637439 6.178140 0.65 -0.14 0.11
C -0.949492 -1.686112 3.217989 0.34 0.32 1.17
C -2.514635 -2.066743 3.168901 -0.23 1.13 -0.07
C -3.475885 -0.739475 3.250341 0.93 -0.32 -0.96
S -5.212685 -1.223797 3.799078 -0.01 0.07 -1.47
C -6.003692 -2.026565 2.285905 0.53 -0.76 -1.43
S -5.799786 -3.642096 1.875810 -0.08 2.10 1.13
N -6.831860 -1.168136 1.394684 0.60 -1.26 -1.13
C -6.016448 -0.360633 0.451097 2.24 3.81 -2.07
C -4.910572 -0.906947 -0.532072 -0.74 3.51 0.40
C -4.099531 0.126826 -1.447660 -1.76 1.32 1.52
C -4.319965 1.689392 -1.427739 -3.01 -2.75 3.18
C -5.447176 2.235036 -0.441965 1.04 -3.84 -0.37
C -6.268100 1.221624 0.474908 2.52 -0.47 -2.29
C -7.932612 -1.909214 0.725137 -3.84 -2.54 -1.45
C -8.029158 -2.262720 -0.805838 -2.85 -1.11 2.66
C -9.295078 -3.100690 -1.316360 -0.31 0.33 2.93
C -10.461807 -3.596238 -0.371041 3.57 2.39 1.75
C -10.370667 -3.233320 1.161127 3.10 1.16 -2.85
C -9.121512 -2.417063 1.669108 -0.62 -0.79 -2.69
H -1.553162 0.311203 -0.292826 0.67 -2.62 0.61
H -0.435946 -5.303423 1.101803 -0.56 0.69 -0.04
H -1.659870 -4.188504 -1.050352 -0.57 0.16 1.92
H -2.935566 -3.687982 0.315745 2.14 -0.78 -0.40
H -2.063412 -6.636719 0.638487 -0.89 1.49 -0.98
H -3.742634 -5.886091 0.475772 2.02 0.19 -0.82
H -2.467187 -5.775870 -2.340159 -0.55 -1.13 1.34
H -3.886623 -6.853154 -1.629659 2.06 0.81 -0.19
H -2.149811 -7.474727 -1.511569 -1.01 1.90 -0.35
H 1.687660 -4.233550 1.142433 -0.36 0.86 -0.42
H 0.791074 -5.259495 -0.685752 0.54 2.20 0.16
H 0.507636 -3.682372 -1.588310 1.38 -0.25 1.49
H 3.523597 -4.582167 -0.665700 -1.23 0.04 -1.40
H 2.906096 -3.584892 -2.193381 0.23 -1.52 1.39
H 2.621371 -5.410505 -2.162860 0.27 1.60 1.53
H 3.317800 -2.828677 0.726573 -1.87 0.81 -0.42
H 0.721206 -0.389144 -2.172847 0.96 -0.91 0.69
H 4.031455 -0.365926 -2.177353 -0.25 -0.70 1.14
H 3.135918 -1.035454 2.223828 -1.86 -0.59 -0.49
H 1.346854 -0.587452 1.745070 1.28 -1.40 0.57
H 1.444628 -1.748279 4.125807 0.40 -1.23 -1.44
H -1.384878 -4.524716 3.622607 1.74 0.94 -0.33
H 0.351226 -5.048001 3.263347 -1.12 1.39 0.75
H 0.347884 -2.941194 5.580635 -0.68 -1.59 -0.57
H 0.995887 -4.678138 5.442621 -1.42 1.43 -0.35
H -2.134404 -4.694010 5.635481 1.50 0.35 0.82
H -1.215734 -4.026516 7.159412 0.08 -1.11 -1.74
H -0.837339 -5.738270 6.440044 -0.54 2.01 -0.38
H -0.695610 -1.515610 4.353034 -0.51 -0.44 -2.37
H -0.692371 -0.660832 2.718916 -0.59 -1.97 0.61
H -2.774362 -2.579327 2.173766 0.29 0.44 1.75
H -2.782373 -2.689968 4.104746 0.46 0.71 -1.81
H -3.564543 -0.203397 2.222630 0.24 -0.93 1.76
H -3.068073 0.032970 4.007733 -0.92 -1.35 -1.01
H -4.697735 -2.051543 -0.571444 -0.36 2.38 0.00
H -3.289424 -0.274539 -2.183714 -1.72 0.59 1.54
H -3.738098 2.461355 -2.044498 -0.88 -1.64 0.91
H -5.601223 3.385694 -0.414224 0.11 -2.42 0.18
H -7.052078 1.707964 1.174103 1.48 -1.26 -1.22
H -7.215464 -1.919540 -1.539220 -1.54 -0.63 1.27
H -9.392513 -3.403483 -2.437315 0.42 0.79 2.26
H -11.358073 -4.211090 -0.736585 1.68 1.13 0.40
H -11.228687 -3.578389 1.854199 1.82 0.78 -1.11
H -9.068292 -2.192323 2.799084 0.02 -0.29 -2.09
C -1.154676 3.185093 7.417308 -0.22 -0.04 0.33
C -0.366744 1.960905 7.004773 -0.31 1.23 0.17
C -0.668279 1.482206 5.615213 0.24 0.55 -0.74
O -0.339536 0.099489 5.697183 0.05 -0.29 0.75
C -0.524519 -0.263520 6.999208 -0.12 -0.97 0.93
O -0.514198 -1.398049 7.397813 0.02 1.11 -0.61
O -0.727254 0.828135 7.791192 0.18 -0.99 -0.59
H -2.224278 3.049576 7.231531 0.13 -0.05 -0.07
H -1.043508 3.366514 8.489907 0.12 0.03 -0.16
H -0.816077 4.070178 6.873059 0.03 -0.13 0.04
H 0.705257 2.138584 7.146579 -0.04 -0.07 -0.11
H -0.060405 1.981479 4.857750 0.01 -0.25 0.00
H -1.724858 1.569731 5.341442 0.02 0.11 0.19
C -4.673377 7.979143 -0.107770 0.20 -0.19 -0.24
C -5.433145 7.006773 0.767448 0.30 1.11 -0.76
C -5.355721 7.317734 2.233287 -0.31 0.57 0.34
O -5.564145 6.039056 2.822074 0.20 -0.68 -0.41
C -5.121063 5.120801 1.918024 0.21 -1.22 0.36
O -4.977841 3.949365 2.149031 -0.14 1.27 -0.20
O -4.855702 5.704859 0.711994 -0.21 -0.58 0.75
H -3.648494 8.117097 0.248926 -0.15 0.00 0.09
H -4.600217 7.596123 -1.129552 -0.16 0.09 0.09
H -5.167505 8.953559 -0.131358 0.11 -0.16 -0.01
H -6.471800 6.926448 0.426210 0.00 -0.02 0.12
H -6.124799 8.022697 2.554108 0.07 -0.20 0.09
H -4.375659 7.687834 2.550698 -0.04 0.04 -0.20
C 5.373028 -2.291453 -4.323668 0.23 0.17 0.27
C 5.410088 -1.473994 -5.596945 -0.31 -0.70 0.87
C 5.912155 -2.229457 -6.792885 -0.33 -0.47 -0.46
O 6.423317 -1.186525 -7.612972 0.17 0.45 0.36
C 6.797222 -0.181684 -6.770288 0.91 1.29 -0.46
O 7.433845 0.782069 -7.096757 -0.96 -1.17 0.28
O 6.355820 -0.415731 -5.498786 0.16 0.15 -0.66
H 6.329436 -2.792125 -4.145005 -0.05 0.07 -0.11
H 5.192409 -1.644522 -3.460291 -0.04 -0.18 -0.15
H 4.586238 -3.049271 -4.367384 0.01 0.10 -0.06
H 4.426946 -1.027336 -5.785654 0.03 -0.06 -0.14
H 5.119343 -2.775190 -7.308406 0.14 0.16 -0.11
H 6.730745 -2.919252 -6.562035 -0.08 0.05 0.21
C 3.894564 4.576891 -0.662589 0.10 0.27 0.28
C 3.302509 3.314119 -0.075249 0.72 0.80 -0.83
C 1.948845 2.964599 -0.620196 -0.15 -0.21 -0.61
O 1.385352 2.205545 0.442499 0.06 0.15 0.74
C 1.975123 2.650140 1.588043 -0.14 -0.04 1.15
O 1.613069 2.358703 2.698486 0.24 0.13 -1.13
O 3.028018 3.472497 1.313782 -0.87 -0.73 0.35
H 3.184159 5.407502 -0.614873 -0.02 -0.15 -0.02
H 4.775844 4.885353 -0.093586 -0.03 -0.15 -0.16
H 4.183689 4.425435 -1.705572 -0.01 -0.05 0.12
H 4.008131 2.482512 -0.183760 -0.13 -0.04 -0.01
H 2.005113 2.370175 -1.534576 -0.09 -0.10 0.18
H 1.310053 3.835781 -0.797909 0.19 0.05 0.01
C 10.310519 1.033507 -6.197699 -0.18 0.29 -0.01
C 11.225740 1.422143 -5.057800 -0.37 -0.59 -1.16
C 11.214085 0.453679 -3.912858 0.26 -0.69 0.01
O 11.595252 1.278981 -2.817928 -0.13 0.81 0.04
C 11.191702 2.543503 -3.129935 -0.07 1.06 0.73
O 11.188185 3.467909 -2.360686 -0.02 -1.01 -0.76
O 10.786051 2.624170 -4.431531 0.30 0.05 0.98
H 9.304978 0.804776 -5.837330 0.27 0.03 0.05
H 10.208804 1.861417 -6.904916 0.09 -0.13 0.04
H 10.696666 0.160626 -6.729928 0.02 0.08 0.11
H 12.241667 1.592870 -5.432207 0.01 -0.04 0.14
H 11.924238 -0.364024 -4.047531 -0.06 0.14 0.18
H 10.224188 0.037345 -3.702698 0.06 0.06 -0.22
C 8.498320 -6.458421 -4.253370 -0.14 0.13 0.33
C 8.962984 -5.362347 -5.187642 -0.46 -1.09 0.42
C 10.392580 -5.497736 -5.622971 0.30 -0.53 -0.48
O 10.743599 -4.151891 -5.920778 -0.43 0.60 0.42
C 9.954391 -3.364487 -5.137987 0.34 1.28 0.13
O 10.101065 -2.179868 -4.994921 -0.23 -1.31 -0.18
O 8.973861 -4.097691 -4.531219 0.48 0.59 -0.38
H 9.192018 -6.587533 -3.417447 0.02 0.04 -0.16
H 7.527755 -6.203062 -3.818520 0.04 -0.08 -0.17
H 8.408350 -7.410895 -4.781508 0.01 0.13 0.00
H 8.285274 -5.287726 -6.045936 0.13 0.00 -0.05
H 10.504856 -6.132102 -6.504247 0.08 0.23 0.02
H 11.057864 -5.860723 -4.832990 -0.20 -0.04 0.04
C -10.027891 10.445103 0.609456 -0.10 0.20 -0.31
C -8.555275 10.114949 0.720227 -1.26 -0.04 0.03
C -7.945933 10.482390 2.041579 -0.15 -0.28 0.64
O -6.577235 10.666304 1.699368 0.22 0.08 -0.58
C -6.554552 11.044390 0.388664 0.95 0.76 -0.88
O -5.583093 11.456668 -0.185495 -1.02 -0.55 0.72
O -7.783738 10.896513 -0.187180 0.90 0.03 0.37
H -10.225056 11.480869 0.900910 0.12 -0.11 0.04
H -10.365208 10.341250 -0.425527 0.04 -0.13 0.15
H -10.625796 9.785197 1.243023 0.11 0.02 -0.06
H -8.387629 9.058900 0.478137 0.06 0.01 0.09
H -8.056651 9.694007 2.788932 0.18 0.10 -0.04
H -8.327616 11.422203 2.452989 -0.12 -0.09 -0.14
```
Positions in Å, forces in eV/Å.

Total charge = +1
E = -5431.3378 Ha
Orbital gap = 7.038 eV

***

No. 2
# C60H42F5MoN10O5SSb

C60H42F5MoN10O5SSb as an isolated structure (wB97M-V/def2-TZVPD, the Open Molecules 2025 dataset).

```
125
Properties=species:S:1:pos:R:3:forces:R:3
Mo -0.461067 0.163647 -0.913889 -0.21 0.40 -0.39
C 0.699399 3.322340 5.700679 -0.02 -0.06 0.05
C 0.454771 1.829298 5.875693 0.05 0.03 0.05
C -0.506491 1.488899 7.003529 0.01 0.03 -0.02
C -1.876572 2.094167 6.735218 -0.01 -0.02 0.02
C -2.350311 1.763586 5.345353 -0.05 0.00 -0.04
C -3.684508 1.845329 5.021098 0.04 -0.04 0.00
C -4.129859 1.504865 3.743762 0.06 -0.04 -0.02
F -5.435354 1.610796 3.483792 -0.02 0.02 -0.01
C -3.283233 1.056454 2.772074 -0.04 0.02 0.04
C -1.916382 0.963387 3.074287 0.02 0.01 -0.02
C -0.986339 0.512602 2.065942 0.09 0.16 0.12
O -1.460605 0.194406 0.913333 0.07 -0.23 -0.13
C 0.368618 0.459404 2.412358 -0.09 -0.04 0.04
C 0.756854 0.851075 3.679464 -0.03 0.02 -0.03
N -0.085230 1.275209 4.605404 0.01 -0.02 -0.03
C -1.448218 1.336716 4.345764 -0.05 -0.01 -0.01
C 1.452468 0.106683 1.464321 0.03 0.15 0.01
O 2.578579 -0.127372 1.818669 -0.04 -0.01 0.00
O 1.111914 0.090355 0.178883 0.44 -0.19 0.20
H 1.027808 3.755164 6.645469 0.03 0.00 0.02
H -0.204005 3.838838 5.375134 0.07 -0.11 0.07
H 1.471487 3.503214 4.952446 0.00 0.00 -0.02
H 1.403511 1.316791 6.035472 -0.02 -0.02 0.02
H -0.094672 1.861072 7.940763 0.00 0.00 0.00
H -0.588142 0.403335 7.092456 0.01 -0.01 0.00
H -1.850125 3.179302 6.862190 0.02 0.02 -0.01
H -2.603269 1.717569 7.455084 0.00 0.02 0.01
H -4.411441 2.160803 5.759001 0.00 0.00 0.01
H -3.649603 0.781508 1.794148 0.00 0.00 0.00
H 1.808928 0.842690 3.934946 0.01 -0.01 0.00
N -1.933994 0.335287 -2.660900 0.01 0.05 0.03
N -1.447016 0.876879 -3.866941 -0.04 0.18 0.06
C -0.233435 1.420964 -3.943025 0.01 -0.12 0.01
N 0.080368 2.116536 -5.028829 -0.02 -0.02 -0.01
S 0.947619 1.192372 -2.732952 0.07 0.07 0.20
H -2.400832 -0.539660 -2.884673 0.10 -0.04 -0.06
H -2.616659 1.065637 -2.274957 0.04 -0.07 0.00
H -2.150435 1.118707 -4.552539 0.00 -0.01 0.00
H -0.553129 2.226640 -5.804653 0.00 0.00 0.00
H 1.005045 2.505308 -5.113707 0.00 0.00 0.00
O -3.061109 2.447775 -1.774640 0.05 0.01 -0.02
C -2.140515 2.918177 -1.093369 -0.18 -0.09 0.18
N -2.084063 4.187828 -0.670415 -0.01 -0.03 0.05
C -0.899737 4.467932 0.122894 -0.01 0.08 -0.11
C -0.260200 3.070680 0.126982 -0.06 -0.05 0.22
O 0.738843 2.775950 0.736339 0.03 0.11 -0.11
N -1.042638 2.210601 -0.618144 0.25 0.03 -0.38
C -0.022905 5.498130 -0.582750 0.01 0.02 0.05
C 1.201481 5.178895 -1.154716 -0.02 0.00 -0.01
C 1.931772 6.155982 -1.822023 0.01 -0.01 -0.01
C 1.445107 7.448063 -1.922450 0.00 0.02 0.00
C 0.222291 7.771230 -1.347248 -0.01 0.00 0.00
C -0.504114 6.802355 -0.677214 0.02 -0.02 0.01
C -1.225703 4.847222 1.562170 -0.01 0.00 0.01
C -0.221488 5.384033 2.363628 -0.02 0.04 0.01
C -0.489273 5.720758 3.680030 -0.03 0.07 -0.08
C -1.756986 5.516141 4.211932 -0.05 0.03 -0.05
C -2.752875 4.963686 3.422574 0.01 0.02 0.01
C -2.488188 4.628947 2.099875 0.03 -0.07 0.01
H -2.807197 4.850801 -0.894707 0.04 0.03 -0.05
H 1.610235 4.181302 -1.063860 0.00 -0.01 0.00
H 2.891876 5.903634 -2.252968 0.00 0.00 0.00
H 2.019720 8.207542 -2.435136 0.00 0.00 -0.01
H -0.158275 8.781605 -1.411255 0.00 0.01 0.00
H -1.444678 7.067808 -0.206919 -0.01 0.00 0.01
H 0.763074 5.554982 1.947690 0.00 0.01 0.00
H 0.289906 6.159813 4.289553 0.01 0.01 0.00
H -1.969986 5.803486 5.233572 -0.01 0.01 0.02
H -3.745717 4.809753 3.825052 -0.01 0.01 0.00
H -3.276220 4.199268 1.494558 -0.01 0.01 -0.02
F -3.026732 -6.714191 -0.145145 -0.03 -0.02 -0.01
C -1.811762 -6.349262 0.225049 0.09 -0.09 0.06
C -0.901316 -7.293874 0.537754 -0.11 0.09 -0.03
F -1.252461 -8.558130 0.470800 -0.01 -0.01 0.01
C 0.462339 -6.971353 0.916437 0.04 0.01 0.01
C 0.751999 -5.550016 0.980342 -0.03 -0.01 0.03
C -0.161705 -4.620801 0.659271 0.04 -0.04 -0.06
F 0.175166 -3.333625 0.753849 0.02 0.00 0.01
C -1.485186 -4.948233 0.199991 -0.14 0.20 -0.07
C -2.364409 -3.989945 -0.273715 0.08 -0.28 0.09
C -1.924257 -2.671950 -0.531551 0.18 0.23 0.29
N -1.495389 -1.632103 -0.765819 -0.36 -0.63 -0.03
C -3.725252 -4.216634 -0.648699 0.00 -0.12 -0.15
N -4.812296 -4.313313 -1.007374 -0.03 0.05 0.04
F 1.944028 -5.154490 1.367992 0.03 -0.01 0.03
C 1.405944 -7.921234 1.163886 -0.02 -0.01 -0.03
C 1.168001 -9.327419 1.045813 -0.08 -0.04 -0.10
N 1.045876 -10.461357 0.910318 0.02 -0.01 0.05
C 2.757774 -7.616894 1.524393 0.01 0.10 0.10
N 3.844563 -7.426548 1.842925 0.03 -0.02 -0.07
C 1.828155 -6.908890 -2.318716 -0.01 0.02 0.02
C 2.888619 -6.071280 -2.002671 0.00 -0.05 0.02
C 2.707339 -4.693466 -1.975655 0.03 0.03 0.12
C 1.461753 -4.149077 -2.265916 -0.17 0.05 0.15
C 0.393339 -4.994752 -2.563080 0.02 0.02 -0.08
C 0.577409 -6.369305 -2.597388 -0.01 -0.04 0.01
Sb 1.235279 -2.026882 -2.315346 -0.24 0.36 -0.28
C 3.239678 -1.429360 -2.561308 0.00 -0.02 0.01
C 3.968817 -1.752118 -3.704434 -0.02 -0.13 -0.01
C 5.293932 -1.357830 -3.811834 0.00 0.00 -0.01
C 5.896948 -0.655295 -2.776360 -0.01 0.00 0.00
C 5.179790 -0.357365 -1.627867 0.01 0.00 -0.01
C 3.849631 -0.740787 -1.515324 -0.02 0.07 0.02
C 0.268587 -1.904797 -4.217453 0.03 -0.11 0.03
C -1.063782 -2.320413 -4.258021 -0.01 -0.09 -0.01
C -1.800470 -2.263433 -5.432827 0.00 0.02 -0.02
C -1.209603 -1.775189 -6.591720 0.00 0.00 0.01
C 0.114068 -1.359658 -6.564313 -0.02 0.00 -0.01
C 0.849696 -1.426301 -5.386434 0.06 0.16 0.05
H 1.977922 -7.980108 -2.365186 0.00 -0.01 -0.01
H 3.864948 -6.486468 -1.790909 0.02 -0.01 0.01
H 3.546501 -4.051185 -1.736164 0.01 0.00 -0.02
H -0.582203 -4.593459 -2.814248 0.02 -0.02 -0.01
H -0.247440 -7.018607 -2.864361 -0.01 0.00 -0.01
H 3.527236 -2.343353 -4.498336 -0.02 0.03 -0.01
H 5.859574 -1.610512 -4.698773 0.00 0.00 -0.01
H 6.932043 -0.352953 -2.862220 0.00 0.00 0.00
H 5.652894 0.169676 -0.810190 0.00 0.01 0.00
H 3.307232 -0.500207 -0.609919 0.00 0.00 0.00
H -1.544506 -2.715236 -3.366599 -0.01 0.01 -0.01
H -2.825651 -2.612169 -5.448887 0.00 0.00 0.00
H -1.772820 -1.737137 -7.514652 0.00 0.00 0.00
H 0.585043 -0.995184 -7.468394 0.00 0.00 0.00
H 1.876238 -1.080708 -5.389721 0.01 -0.03 0.02
```
Positions in Å, forces in eV/Å.

Total charge = +2
ΔE to the lowest compared entry with this formula, charge and spin = 0.000 eV
E = -4440.9171 Ha
Multiplicity = 3
Orbital gap (spin up / spin down) = 5.244 / 5.324 eV